Entry 1:
{
  "formula": "C4H5NO",
  "method": "wB97M-V/def2-TZVPD",
  "smiles": "C#C/C(C)=N/O",
  "gap_ev": 9.7771,
  "relative_energy_ev": 5.1729,
  "total_energy_ha": -285.22449,
  "fmax_ev_per_a": 1.009,
  "elements": ["C", "C", "N", "O", "C", "C", "H", "H", "H", "H", "H"],
  "coordinates": [[1.127, 0.072, 0.956], [0.441, -0.023, -0.387], [0.062, -1.052, -1.062], [-0.240, -2.167, -0.229], [-0.338, 1.092, -0.898], [-1.429, 1.609, -0.995], [2.168, 0.374, 0.779], [0.675, 0.845, 1.587], [1.123, -0.888, 1.477], [-1.177, -1.899, -0.168], [-2.412, 2.036, -1.058]]
}

***

Entry 2:
{
  "formula": "C18H38Br2NbO4",
  "method": "wB97M-V/def2-TZVPD",
  "gap_ev": 6.6880,
  "relative_energy_ev": 2.2295,
  "total_charge": -1,
  "total_energy_ha": -6214.28847,
  "fmax_ev_per_a": 2.935,
  "elements": ["C", "C", "Br", "C", "Br", "Nb", "C", "C", "C", "C", "C", "C", "C", "H", "H", "H", "H", "H", "H", "H", "H", "H", "H", "H", "H", "H", "H", "C", "C", "O", "H", "H", "H", "H", "H", "H", "C", "C", "O", "H", "H", "H", "H", "H", "H", "C", "C", "O", "H", "H", "H", "H", "H", "H", "C", "C", "O", "H", "H", "H", "H", "H", "H"],
  "coordinates": [[1.789, 1.415, 4.304], [1.211, 2.499, 3.314], [1.737, 2.299, 1.444], [0.417, 3.543, 3.696], [0.020, 3.632, 5.652], [-0.495, 5.180, 2.386], [-2.648, 4.481, 2.703], [-2.920, 3.011, 2.248], [-2.480, 2.415, 0.990], [-2.761, 1.023, 0.612], [-3.554, 0.152, 1.498], [-4.014, 0.747, 2.750], [-3.710, 2.133, 3.142], [2.168, 1.882, 5.250], [1.056, 0.599, 4.523], [2.687, 0.976, 3.788], [-0.587, 6.243, 3.898], [1.151, 5.903, 2.022], [-0.327, 4.243, 0.838], [-1.185, 6.546, 1.385], [-3.409, 5.171, 2.230], [-2.824, 4.494, 3.823], [-1.901, 3.010, 0.249], [-2.367, 0.612, -0.364], [-3.781, -0.890, 1.174], [-4.622, 0.100, 3.435], [-4.118, 2.494, 4.120], [0.435, -2.576, 0.738], [-0.899, -1.957, 1.109], [-1.963, -2.650, 0.457], [0.586, -2.540, -0.344], [1.258, -2.051, 1.226], [0.467, -3.630, 1.030], [-0.936, -0.914, 0.798], [-1.063, -1.999, 2.191], [-1.930, -3.569, 0.745], [-1.095, 1.431, -4.329], [-0.804, 0.086, -3.691], [-1.735, -0.178, -2.646], [-1.041, 2.227, -3.584], [-0.383, 1.646, -5.129], [-2.107, 1.450, -4.746], [0.195, 0.078, -3.260], [-0.867, -0.719, -4.432], [-2.618, -0.179, -3.033], [0.895, -6.123, -1.862], [2.298, -6.416, -1.367], [2.388, -6.161, 0.029], [0.629, -5.083, -1.663], [0.811, -6.309, -2.935], [0.163, -6.746, -1.340], [3.023, -5.778, -1.873], [2.568, -7.461, -1.553], [1.751, -6.734, 0.471], [4.825, -0.260, -3.701], [3.483, 0.355, -3.351], [2.429, -0.340, -4.012], [4.990, -0.228, -4.781], [5.640, 0.270, -3.204], [4.858, -1.312, -3.404], [3.446, 1.397, -3.668], [3.308, 0.316, -2.271], [2.458, -1.260, -3.721]]
}

***

Entry 3:
{
  "formula": "C6H7ClO2",
  "method": "wB97M-V/def2-TZVPD",
  "gap_ev": [6.1241, 6.1234],
  "relative_energy_ev": 4.1896,
  "total_energy_ha": -843.29575,
  "fmax_ev_per_a": 4.674,
  "elements": ["C", "C", "C", "C", "C", "C", "O", "O", "Cl", "H", "H", "H", "H", "H", "H", "H"],
  "coordinates": [[-0.927, 2.000, 2.492], [-0.388, 0.191, -1.135], [0.037, 1.452, -1.028], [-0.409, 1.146, 1.699], [0.493, -0.876, -0.931], [0.109, -2.210, -1.462], [1.744, -0.776, -0.527], [0.506, 2.478, -1.090], [0.855, 0.019, 2.224], [-0.688, 1.913, 3.498], [-1.776, 2.600, 2.262], [-1.285, -0.064, -1.571], [0.972, -2.811, -1.730], [-0.568, -2.240, -2.256], [-0.337, -2.798, -0.652], [1.661, -0.025, 0.209]]
}

***

Entry 4:
{
  "formula": "C20H47NO2P3V",
  "method": "wB97M-V/def2-TZVPD",
  "gap_ev": [7.4788, 7.8281],
  "relative_energy_ev": 0.0000,
  "total_charge": 2,
  "multiplicity": 3,
  "total_energy_ha": -2963.02149,
  "fmax_ev_per_a": 8.840,
  "elements": ["V", "P", "P", "N", "C", "H", "H", "C", "H", "H", "C", "H", "H", "C", "H", "H", "C", "C", "H", "H", "H", "C", "C", "H", "H", "H", "C", "C", "H", "H", "H", "C", "C", "H", "H", "H", "C", "O", "C", "H", "H", "H", "C", "H", "H", "H", "C", "H", "H", "H", "C", "H", "H", "H", "H", "H", "H", "H", "H", "H", "C", "P", "C", "C", "O", "H", "H", "H", "H", "H", "H", "H", "H", "H"],
  "coordinates": [[-0.100, 0.044, -0.873], [-0.040, -2.306, -1.092], [-0.033, 2.409, -0.849], [-0.044, 0.154, -2.978], [0.109, -2.330, -2.917], [0.726, -3.180, -3.226], [-0.899, -2.480, -3.310], [0.643, -1.050, -3.568], [1.751, -0.974, -3.555], [0.317, -0.985, -4.621], [0.626, 1.423, -3.447], [0.297, 1.464, -4.500], [1.735, 1.362, -3.446], [0.079, 2.621, -2.666], [-0.939, 2.787, -3.026], [0.671, 3.512, -2.901], [1.427, 3.334, -0.252], [1.742, 3.067, 1.231], [2.606, 3.678, 1.540], [2.008, 2.016, 1.404], [0.897, 3.332, 1.883], [-1.607, 3.231, -0.355], [-1.738, 3.333, 1.156], [-2.751, 3.669, 1.406], [-1.054, 4.074, 1.584], [-1.582, 2.371, 1.651], [-1.619, -3.174, -0.716], [-1.790, -3.414, 0.775], [-2.806, -3.779, 0.965], [-1.656, -2.497, 1.356], [-1.110, -4.184, 1.153], [1.415, -3.275, -0.553], [1.686, -3.169, 0.958], [2.628, -3.694, 1.194], [0.888, -3.641, 1.551], [1.806, -2.126, 1.282], [1.676, -0.004, -0.258], [2.834, -0.022, -0.025], [-1.869, 4.566, -1.039], [-1.173, 5.339, -0.707], [-1.826, 4.513, -2.126], [-2.872, 4.908, -0.770], [-1.856, -4.442, -1.525], [-2.857, -4.820, -1.303], [-1.802, -4.284, -2.603], [-1.152, -5.232, -1.261], [1.408, -4.749, -0.982], [2.409, -5.175, -0.815], [0.705, -5.345, -0.383], [1.177, -4.884, -2.044], [1.393, 4.846, -0.521], [0.696, 5.366, 0.150], [2.392, 5.267, -0.328], [1.141, 5.092, -1.559], [2.264, 2.910, -0.837], [2.263, -2.782, -1.065], [-2.344, 2.487, -0.704], [-2.350, -2.403, -1.014], [-0.893, 0.176, -3.555], [-1.273, -0.039, 0.026], [-0.677, -1.812, 3.932], [-0.239, -0.194, 3.290], [-1.271, 1.038, 4.104], [1.488, 0.138, 3.659], [-0.451, -0.151, 1.804], [-0.096, -2.593, 3.419], [-1.752, -1.989, 3.775], [-0.446, -1.810, 5.005], [-1.247, 0.828, 5.182], [-0.874, 2.045, 3.905], [-2.302, 0.961, 3.724], [2.125, -0.201, 2.833], [1.617, 1.217, 3.798], [1.742, -0.395, 4.580]]
}

***

Entry 5:
{
  "formula": "CH2N2O3",
  "method": "wB97M-V/def2-TZVPD",
  "gap_ev": [8.7732, 10.0638],
  "relative_energy_ev": 4.7659,
  "total_energy_ha": -374.30399,
  "fmax_ev_per_a": 4.038,
  "elements": ["C", "N", "N", "O", "O", "O", "H", "H"],
  "coordinates": [[-1.577, -1.279, 0.336], [0.736, -1.413, 0.684], [-0.607, 0.781, 0.003], [-2.522, -1.933, 0.605], [-0.401, -1.880, 0.294], [-1.606, -0.029, -0.114], [0.747, -0.715, 1.455], [-0.662, 1.400, -0.853]]
}

***

Entry 6:
{
  "formula": "C12H12S2",
  "method": "wB97M-V/def2-TZVPD",
  "gap_ev": [6.8716, 6.8710],
  "relative_energy_ev": 4.1065,
  "total_energy_ha": -1260.67291,
  "fmax_ev_per_a": 5.174,
  "elements": ["C", "C", "C", "C", "C", "C", "C", "C", "C", "C", "C", "C", "S", "S", "H", "H", "H", "H", "H", "H", "H", "H", "H", "H", "H", "H"],
  "coordinates": [[2.366, 1.640, -1.641], [2.112, 1.967, -0.346], [1.999, 0.491, -2.225], [1.544, 1.018, 0.555], [1.551, -0.470, -1.312], [1.228, -0.253, 0.054], [0.669, -1.247, 0.798], [-0.247, -1.987, 1.337], [-2.033, 0.675, -0.757], [-2.158, 1.416, 0.492], [-1.353, -1.130, 0.940], [-0.272, -3.178, 2.256], [-2.196, -1.130, -0.608], [-1.774, 0.224, 1.888], [2.656, 2.505, -2.331], [2.371, 3.000, 0.098], [2.038, 0.319, -3.294], [1.032, 1.194, 1.594], [1.262, -1.426, -1.751], [-2.834, 0.835, -1.517], [-1.121, 1.051, -1.187], [-1.366, 2.129, 0.825], [-3.115, 1.887, 0.537], [-0.778, -2.875, 3.183], [0.677, -3.647, 2.361], [-0.920, -3.938, 1.820]]
}